Entry 1:
{
  "formula": "C23H15ClMnN8O4S3",
  "method": "the ωB97M-V functional and the def2-TZVPD basis",
  "species": ["Mn", "C", "C", "N", "N", "C", "N", "S", "C", "C", "C", "C", "C", "N", "H", "H", "H", "H", "H", "H", "H", "H", "H", "S", "C", "C", "N", "C", "S", "C", "N", "O", "C", "O", "C", "C", "Cl", "N", "N", "C", "C", "O", "O", "C", "C", "C", "C", "C", "C", "H", "H", "H", "H", "H", "H"],
  "coordinates": [[-0.2011, -0.0851, 0.3340], [1.5771, -2.0041, -3.0865], [0.9467, -1.0992, -2.0703], [0.7389, -1.4277, -0.8445], [1.1588, -2.6251, -0.5000], [1.0844, -2.8873, 0.8111], [1.4432, -4.1795, 1.1133], [0.5994, -1.8699, 2.0535], [0.5547, 0.2486, -2.4516], [0.8238, 0.7533, -3.7209], [0.4738, 2.0529, -4.0395], [-0.1233, 2.8409, -3.0813], [-0.3511, 2.2659, -1.8466], [-0.0459, 1.0098, -1.5460], [1.7263, -2.9761, -2.6409], [2.5484, -1.6117, -3.4191], [0.9283, -2.1053, -3.9657], [1.9973, -4.6333, 0.4037], [1.7615, -4.2969, 2.0554], [1.3177, 0.1184, -4.4447], [0.6732, 2.4520, -5.0254], [-0.4112, 3.8644, -3.2774], [-0.8147, 2.8434, -1.0543], [-2.1480, -1.5736, -0.7505], [-3.6034, -1.8142, 0.2033], [-4.6711, -2.4624, -0.5272], [-5.5075, -2.9841, -1.1381], [-3.8668, -1.4551, 1.4980], [-2.7911, -0.7277, 2.6304], [-5.2121, -1.7012, 2.0021], [-6.2729, -1.8762, 2.4332], [1.8854, 4.5323, 3.2037], [0.5773, 4.6335, 3.2144], [0.0020, 5.5264, 3.8004], [-0.1793, 3.5872, 2.4564], [-1.5392, 3.5743, 2.2554], [-2.6679, 4.7907, 2.6425], [-1.8651, 2.4731, 1.5413], [-0.7505, 1.7557, 1.2723], [0.2529, 2.4137, 1.8013], [1.6269, 1.8853, 1.4964], [2.6139, 2.5620, 1.8835], [1.6714, 0.8287, 0.8317], [-3.1789, 2.0814, 1.0639], [-4.2906, 2.2233, 1.8793], [-5.5347, 1.8294, 1.4153], [-5.6729, 1.2795, 0.1474], [-4.5523, 1.1237, -0.6501], [-3.3066, 1.5349, -0.1965], [2.2038, 3.7179, 2.6499], [-4.1823, 2.5711, 2.8956], [-6.3962, 1.9270, 2.0661], [-6.6419, 0.9322, -0.1963], [-4.6255, 0.6502, -1.6228], [-2.4389, 1.3769, -0.8075]],
  "atomic_forces_ev_per_a": [[0.320, -0.603, -0.247], [-0.024, 0.211, -0.134], [0.013, 0.494, -1.041], [-0.014, 0.297, 0.405], [0.273, -1.073, 0.845], [-0.106, 0.064, -0.417], [0.175, -0.037, -0.096], [-0.398, 0.603, -0.241], [0.281, -0.542, -0.508], [0.150, 0.143, -0.553], [0.246, -0.387, -0.269], [-0.158, 0.150, 0.218], [-0.216, 0.226, 0.317], [-0.292, 0.238, 1.117], [0.025, -0.155, 0.026], [-0.122, -0.062, 0.027], [0.100, 0.018, 0.099], [-0.033, 0.011, -0.034], [-0.009, -0.122, 0.227], [-0.064, 0.088, -0.005], [0.042, -0.047, -0.067], [0.003, -0.009, 0.064], [0.037, -0.030, -0.006], [0.353, 0.449, 0.483], [-0.490, -0.181, -0.387], [0.021, 0.008, -0.121], [0.343, 0.247, 0.224], [-0.108, 0.063, 0.313], [0.080, -0.037, -0.001], [-0.064, -0.121, 0.010], [0.464, 0.131, -0.187], [-0.038, 0.119, 0.065], [-0.056, -0.012, -0.069], [-0.018, -0.017, -0.007], [0.276, 0.167, 0.230], [-0.205, 0.100, -0.175], [-0.021, -0.052, -0.027], [-0.661, -0.233, -0.085], [-0.891, -0.250, 0.036], [0.620, 0.187, -0.004], [0.347, 0.048, 0.049], [-0.153, -0.198, -0.074], [-0.593, 0.077, -0.114], [0.238, 0.091, 0.104], [-0.075, -0.047, 0.200], [0.021, 0.145, 0.026], [-0.024, -0.003, -0.024], [-0.015, 0.076, -0.077], [-0.007, 0.097, -0.076], [0.142, -0.107, -0.033], [0.008, -0.029, -0.019], [0.065, -0.078, -0.018], [0.100, 0.015, 0.042], [0.026, -0.012, 0.094], [0.084, -0.117, -0.108]],
  "mulliken_charge": [0.1616, -1.8828, 0.8392, 1.5543, -1.6924, 0.3777, -0.5197, -0.3840, 0.5318, -0.9929, -0.4980, -1.0673, 0.0446, 0.6425, 0.4221, 0.3086, 0.3442, 0.2383, 0.2542, 0.4089, 0.3837, 0.4461, 0.1848, -0.3674, 0.5202, -0.1709, -0.6993, 0.5619, -0.3374, -0.1949, -0.6718, -0.6033, 0.4011, -0.6500, -0.2945, 0.2548, -0.1583, 0.1725, 0.2412, 0.2812, 0.8288, -0.9030, -0.3671, 0.0599, -0.3185, -0.8050, -0.5162, -0.6717, 0.0586, 0.4569, 0.4387, 0.3169, 0.3500, 0.3837, 0.2975],
  "homo_energy_ev": [-0.79, -0.78],
  "multiplicity": 2,
  "lumo_ev": [4.15, 4.15],
  "s_squared": 0.97,
  "e_tot_ha": -4430.38492,
  "charge": -2,
  "e_above_lowest_kcal_mol": 29.9
}


Entry 2:
{
  "formula": "C14H37N3O4",
  "method": "the ωB97M-V functional and the def2-TZVPD basis",
  "species": ["C", "O", "C", "C", "N", "C", "C", "O", "C", "H", "H", "H", "H", "H", "H", "H", "H", "H", "H", "H", "H", "H", "H", "H", "C", "C", "C", "O", "C", "N", "H", "H", "H", "H", "H", "H", "H", "H", "H", "H", "H", "C", "C", "C", "O", "C", "N", "H", "H", "H", "H", "H", "H", "H", "H", "H", "H", "H"],
  "coordinates": [[-1.0607, -3.8924, -7.7568], [-0.2818, -2.9044, -7.1159], [-0.9742, -2.0626, -6.2031], [-1.1758, -2.8578, -4.8864], [-1.2638, -1.9816, -3.7393], [-2.4264, -1.0999, -3.7585], [-2.5647, -0.2397, -2.5099], [-3.1880, -1.0568, -1.5168], [-3.3042, -0.4184, -0.2533], [-0.4864, -4.3968, -8.5294], [-1.9584, -3.3876, -8.1325], [-1.3498, -4.6751, -7.0428], [-1.8269, -1.5881, -6.7017], [-0.3007, -1.2262, -5.9994], [-0.2927, -3.4735, -4.7298], [-2.0554, -3.4993, -5.0397], [-0.8438, -2.2909, -2.8805], [-3.3816, -1.5728, -4.0058], [-2.1661, -0.4178, -4.5757], [-3.3091, 0.5188, -2.7728], [-1.6091, 0.1455, -2.1559], [-3.8637, 0.5166, -0.3073], [-2.2937, -0.1649, 0.0968], [-3.6727, -1.1688, 0.4395], [1.1844, -1.9347, 1.2719], [0.0518, -1.2634, 0.5372], [0.3041, 0.2292, 0.3596], [-0.0651, 0.8354, 1.5819], [0.3776, 2.1512, 1.8184], [-0.2575, -1.9356, -0.7494], [1.2806, -1.5021, 2.2685], [2.1558, -1.8350, 0.7816], [1.0037, -3.0061, 1.3944], [-0.8492, -1.3068, 1.1609], [-0.3243, 0.6741, -0.4249], [1.3502, 0.4024, 0.0762], [0.2892, 2.3491, 2.8867], [-0.3604, 2.8059, 1.3281], [1.3884, 2.3720, 1.4764], [-1.2590, -1.9352, -0.9245], [0.0048, -2.8952, -0.5398], [3.2939, 2.7426, 3.5498], [2.7752, 3.5132, 4.7592], [2.4269, 2.6069, 5.9504], [1.5298, 1.6106, 5.4985], [0.1862, 1.8860, 5.8638], [3.7691, 4.5348, 5.1373], [3.1504, 3.3590, 2.6605], [2.6337, 1.8783, 3.4161], [4.3138, 2.3667, 3.5759], [1.8260, 4.0190, 4.5749], [2.0666, 3.1678, 6.8205], [3.3010, 2.1247, 6.4074], [-0.1099, 2.9053, 5.6019], [0.0379, 1.7872, 6.9451], [-0.4206, 1.1283, 5.3730], [3.8967, 5.2148, 4.3961], [4.6984, 4.1440, 5.2435]],
  "atomic_forces_ev_per_a": [[-0.450, 0.299, 0.931], [0.609, 0.154, -0.539], [1.120, -0.464, 0.152], [-0.314, 0.872, -0.049], [-0.665, -0.015, -0.564], [1.736, 0.560, 0.097], [-1.374, -1.084, -0.431], [0.174, -0.083, 0.288], [1.248, -0.200, -0.378], [0.097, 0.401, -0.189], [-0.078, -0.458, -0.369], [-0.192, 0.054, -0.062], [-0.491, -0.499, 0.274], [0.180, -0.142, 0.096], [0.011, -0.134, -0.340], [-0.046, -0.172, 0.350], [-0.349, -0.012, 0.086], [-0.045, -0.263, 0.193], [-0.607, 0.280, -0.077], [0.430, 0.576, 0.163], [0.017, 0.208, -0.105], [-0.412, -0.162, 0.107], [-0.204, 0.207, 0.087], [-0.517, 0.234, 0.041], [0.302, -0.222, 0.313], [-0.960, 0.348, -0.399], [-0.263, 0.341, -0.176], [0.795, -0.533, 0.658], [-1.225, 0.309, -0.377], [0.818, -0.247, 0.704], [-0.005, 0.009, -0.012], [-0.126, 0.125, -0.220], [-0.099, 0.035, 0.048], [0.188, -0.076, 0.258], [0.112, -0.282, -0.188], [0.032, 0.154, 0.201], [0.204, -0.163, 0.020], [0.464, 0.337, -0.087], [0.009, -0.195, -0.100], [-0.015, 0.050, 0.133], [-0.237, -0.141, -0.596], [-1.696, -0.622, -0.442], [1.422, 0.115, 0.627], [0.897, -0.114, 0.220], [-0.333, 0.208, 0.512], [0.265, -0.297, 0.241], [-0.238, 0.473, 0.459], [0.307, 0.043, -0.048], [0.244, -0.044, -0.160], [0.142, 0.293, 0.461], [0.114, 0.148, -0.575], [-0.533, 0.277, -0.387], [0.199, -0.239, -0.605], [-0.110, -0.055, -0.283], [0.095, -0.051, 0.038], [-0.165, 0.217, -0.134], [-0.340, 0.021, -0.022], [-0.143, -0.381, 0.153]],
  "mulliken_charge": [-0.6664, -0.4089, -0.5756, -0.5810, -0.0024, -0.7480, -0.2887, -0.4069, -0.4066, 0.2435, 0.3109, 0.2630, 0.3441, 0.3805, 0.4135, 0.2884, 0.1810, 0.2974, 0.3508, 0.4825, 0.0777, 0.3694, -0.0360, 0.2686, -1.6409, 0.4495, -0.6379, -0.3744, -0.6053, -0.5716, 0.3461, 0.3476, 0.4865, 0.1972, 0.1189, 0.5751, -0.0116, 0.3385, 0.3525, 0.2893, 0.1868, -1.1148, 0.7592, -0.8861, -0.3394, -0.7553, -0.7801, 0.3544, 0.0974, 0.3869, 0.1131, 0.3882, 0.3423, 0.3286, 0.3329, 0.2308, 0.2712, 0.2735],
  "homo_energy_ev": -8.05,
  "lumo_ev": 0.85,
  "smiles": "COC[C@H](C)N.COC[C@H](C)N.COCCNCCOC",
  "e_tot_ha": -1020.71118
}


Entry 3:
{
  "formula": "C6H8BrCuINO7P2S",
  "method": "the ωB97M-V functional and the def2-TZVPD basis",
  "species": ["O", "C", "Br", "C", "C", "C", "C", "O", "I", "C", "O", "O", "N", "S", "P", "P", "O", "O", "O", "H", "H", "H", "H", "H", "H", "H", "H", "Cu"],
  "coordinates": [[2.6024, -0.8741, 2.7345], [1.7688, -0.0733, 2.2288], [2.0559, 1.8493, 2.6148], [0.5674, -0.6998, 1.3779], [0.4862, -0.1265, -0.1518], [1.9228, -0.0214, -0.8544], [2.6547, -1.4757, -0.9455], [3.0475, -2.1250, 0.0417], [3.0461, -2.4013, -2.9133], [-0.3221, -1.2808, -0.9699], [-0.1876, -1.4528, -2.2317], [-1.1724, -2.1728, -0.3031], [-0.2955, 1.1606, -0.0609], [0.5448, 2.5512, -0.6650], [-1.8082, 1.0980, -1.0467], [-3.5064, 0.4262, 0.1463], [-4.6764, 1.3819, -0.2071], [-3.2810, 0.5281, 1.8330], [-4.0306, -1.1347, -0.3556], [-0.4231, -0.5416, 1.9323], [0.7522, -1.8301, 1.2977], [1.8182, 0.3083, -1.9593], [2.6793, 0.6411, -0.2778], [1.8112, 2.6729, -0.1063], [-2.0931, 2.4978, -1.3169], [-2.7104, -0.1949, 2.1811], [-3.7859, -1.8066, 0.3248], [2.5351, 3.0958, -2.3477]],
  "atomic_forces_ev_per_a": [[-3.689, 4.185, -2.132], [2.782, -5.301, 1.736], [-0.412, -0.565, -0.384], [0.361, 0.409, -0.564], [0.332, -2.256, 1.113], [0.627, -0.708, -0.695], [0.851, -1.836, 3.374], [-1.749, 2.983, -3.824], [-0.249, 0.802, 0.781], [-3.843, -5.249, -1.529], [1.032, 2.011, 3.489], [3.708, 4.994, -0.979], [1.583, 0.337, -1.026], [0.637, 1.741, -0.467], [-0.011, -0.487, -1.806], [-5.658, 1.047, 0.944], [3.711, -2.327, 0.600], [0.566, -1.444, -2.357], [1.773, 2.489, 2.201], [1.490, -0.015, -0.985], [-0.104, 1.857, 0.371], [-0.067, -0.472, 1.910], [-1.226, -1.075, -0.813], [-1.230, -0.693, 0.701], [0.117, -0.649, 1.196], [-0.439, 0.548, -0.288], [0.164, 0.384, -0.908], [-1.060, -0.711, 0.339]],
  "mulliken_charge": [-0.4458, 0.2226, -0.1706, -0.1085, 0.9744, -0.6030, -0.3427, -0.4184, 0.0327, 0.2535, -0.6095, -0.7352, 0.1269, -0.2687, 0.0136, 0.9126, -0.6241, -0.5279, -0.4556, 0.0183, 0.3332, 0.4198, 0.4315, 0.1729, 0.0949, 0.3396, 0.3342, 0.6293],
  "homo_energy_ev": -8.36,
  "lumo_ev": -4.16,
  "e_tot_ha": -6407.75616
}


Entry 4:
{
  "formula": "CH2ClF2P",
  "method": "the ωB97M-V functional and the def2-TZVPD basis",
  "species": ["C", "F", "F", "P", "Cl", "H", "H"],
  "coordinates": [[0.5442, 0.0248, 0.2500], [1.2553, 0.6751, 1.2514], [1.0628, 0.4943, -0.9053], [-1.3616, 0.3590, 0.2755], [0.9619, -1.7121, 0.3601], [-1.2317, -0.9609, -0.2704], [-1.2309, 1.1198, -0.9614]],
  "atomic_forces_ev_per_a": [[0.815, 1.149, 0.831], [-0.804, -0.573, -0.753], [0.072, -0.146, 0.046], [1.511, -0.637, -0.533], [-0.010, 0.308, 0.174], [-1.316, 0.576, -0.395], [-0.269, -0.675, 0.630]],
  "mulliken_charge": [0.4705, -0.2207, -0.1977, -0.0839, -0.1482, 0.0859, 0.0941],
  "homo_energy_ev": -10.81,
  "lumo_ev": 0.54,
  "smiles": "FC(F)(P)Cl",
  "e_tot_ha": -1040.53949,
  "e_above_lowest_kcal_mol": 37.2
}


Entry 5:
{
  "formula": "H6MgO15S3",
  "method": "the ωB97M-V functional and the def2-TZVPD basis",
  "species": ["Mg", "S", "O", "O", "O", "O", "S", "O", "O", "O", "O", "S", "O", "O", "O", "O", "O", "H", "H", "O", "H", "H", "O", "H", "H"],
  "coordinates": [[17.2490, -8.3988, -20.0887], [16.0635, -5.1453, -16.7814], [15.1265, -5.9651, -15.9569], [16.4080, -5.9220, -17.9561], [15.4566, -3.9177, -17.2688], [17.2173, -4.8541, -15.9134], [21.6848, -7.4879, -18.6691], [21.4249, -6.4468, -17.6710], [22.2444, -8.6232, -17.8749], [20.5197, -7.9507, -19.3655], [22.6705, -7.1540, -19.7142], [18.2092, -11.0797, -16.3707], [18.8918, -10.1049, -15.5620], [17.2679, -11.8022, -15.5317], [17.4553, -10.5609, -17.5082], [19.3328, -11.8891, -16.8125], [17.6162, -6.2615, -22.3966], [18.1991, -6.0837, -23.1348], [17.4292, -5.3992, -22.0254], [17.7993, -10.8306, -22.1550], [18.6685, -11.2290, -22.2008], [17.2354, -11.4276, -22.6468], [14.1788, -8.5711, -20.9530], [13.4021, -8.0124, -20.9805], [14.1207, -9.1022, -21.7472]],
  "atomic_forces_ev_per_a": [[0.711, 0.162, 1.535], [-0.312, -0.897, 2.797], [-0.674, 0.311, -0.144], [1.277, -1.752, -2.647], [-1.227, 2.101, -0.381], [0.451, 0.361, -0.279], [1.744, -1.549, 1.285], [-0.010, 1.039, -0.452], [0.542, -0.309, 0.116], [-3.402, -0.356, -1.315], [1.179, 1.225, -0.414], [0.383, -0.378, 0.193], [0.323, 2.577, 1.362], [-1.256, -1.406, 0.923], [-0.779, 1.040, -1.588], [0.962, -2.188, -1.349], [-0.389, -0.273, -0.171], [0.370, -0.101, -0.087], [-0.047, 0.254, 0.478], [-0.146, 0.340, -0.133], [0.466, -0.019, 0.284], [-0.327, -0.187, -0.063], [0.189, -0.152, 0.110], [-0.192, 0.393, 0.220], [0.166, -0.238, -0.279]],
  "mulliken_charge": [0.3432, 0.9993, -0.7417, -0.6859, -0.7662, -0.6858, 1.0444, -0.6345, -0.6708, -0.6483, -0.7637, 1.1203, -0.5664, -0.7434, -0.6469, -0.6679, -0.3250, 0.2300, 0.2933, -0.1539, 0.2311, 0.2106, -0.2574, 0.2111, 0.2744],
  "homo_energy_ev": 4.19,
  "lumo_ev": 6.52,
  "e_tot_ha": -2526.36106,
  "charge": -4,
  "e_above_lowest_kcal_mol": 219.9
}


Entry 6:
{
  "formula": "C2H10N5",
  "method": "the ωB97M-V functional and the def2-TZVPD basis",
  "species": ["N", "C", "N", "N", "H", "H", "H", "H", "H", "N", "C", "N", "H", "H", "H", "H", "H"],
  "coordinates": [[0.8020, 0.1739, -2.0427], [0.6575, -0.9502, -1.2082], [1.7959, -1.2437, -0.5093], [-0.4324, -1.5795, -0.9491], [0.2329, 0.0821, -2.8759], [1.7618, 0.3473, -2.3118], [2.3961, -0.4845, -0.2143], [1.6401, -1.9311, 0.2075], [-1.0479, -1.5931, -1.7602], [-0.7057, 1.2175, 0.3711], [-0.7937, 1.2350, 1.6660], [-1.4150, 0.3300, 2.3882], [-0.9360, 0.3856, -0.1846], [-0.0854, 1.8590, -0.0938], [-0.3916, 2.0875, 2.2018], [-1.4919, 0.4352, 3.3874], [-1.9866, -0.3709, 1.9279]],
  "atomic_forces_ev_per_a": [[-0.092, -0.753, -0.322], [0.472, 0.626, 0.400], [-0.143, 0.335, 0.491], [0.103, -0.320, -0.596], [-0.106, 0.276, 0.030], [0.044, -0.046, -0.090], [0.051, -0.102, -0.247], [0.055, -0.232, 0.073], [-0.327, 0.355, 0.220], [0.258, -0.321, -0.297], [-0.389, 0.190, 0.555], [-0.230, 0.045, -0.513], [-0.085, -0.081, 0.224], [-0.087, 0.253, -0.048], [0.245, -0.086, -0.055], [-0.028, 0.008, -0.049], [0.257, -0.146, 0.224]],
  "mulliken_charge": [-0.4580, 0.5275, -0.5240, -0.7619, 0.2529, 0.2400, 0.2193, 0.2823, 0.2439, -0.2846, 0.1834, -0.3137, 0.2517, 0.2838, 0.3482, 0.2558, 0.2536],
  "homo_energy_ev": -13.14,
  "lumo_ev": -3.37,
  "e_tot_ha": -355.78016,
  "charge": 1,
  "e_above_lowest_kcal_mol": 17.1
}